# 1
Formula: H4I2OSi2
Source: the OMol25 dataset
Level of theory: wB97M-V/def2-TZVPD

Element x y z (Å)
O1 0.697 -0.086 -0.868
Si1 -1.741 0.497 -0.807
Si2 1.635 -0.569 0.304
I1 -1.582 2.838 -0.188
I2 0.025 -0.785 2.393
H1 -2.183 0.102 -2.135
H2 -1.734 -0.467 0.285
H3 2.240 -1.758 -0.154
H4 2.643 0.229 1.171

The highest occupied orbital energy is -8.86 eV. The relative energy (zero: lowest compared OMol25 entry of this formula, charge and spin) comes out at 2.787 eV. As for the LUMO energy: -1.429 eV. The calculation puts the maximum force at 0.071 Eh/bohr. Its orbital gap is 7.43 eV. For the total energy, the calculation gives -34069.2473 eV.



# 2
Formula: H4IO2
Source: the OMol25 dataset
Level of theory: wB97M-V/def2-TZVPD

Element x y z (Å)
I1 -26.722 0.628 -25.095
O1 -24.655 1.536 -22.108
H1 -24.892 1.383 -23.018
H2 -24.485 2.486 -22.035
O2 -24.697 3.571 -24.193
H3 -25.345 2.996 -24.561
H4 -25.173 4.055 -23.492

The highest occupied orbital energy is -3.80 eV. The relative energy (zero: lowest compared OMol25 entry of this formula, charge and spin) comes out at 0.217 eV. As for the net charge: -1. As for the LUMO energy: 3.635 eV. The calculation puts the maximum force at 0.045 Eh/bohr. Its orbital gap is 7.44 eV. For the total energy, the calculation gives -12263.4546 eV.



# 3
Formula: H4InO6P
Source: the OMol25 dataset
Level of theory: wB97M-V/def2-TZVPD

Element x y z (Å)
In1 -16.597 -20.191 3.315
P1 -19.855 -20.492 2.529
O1 -19.270 -20.273 3.923
O2 -20.909 -19.414 2.372
O3 -20.434 -21.885 2.398
O4 -18.704 -20.347 1.537
O5 -14.200 -21.914 2.807
H1 -13.861 -22.552 3.441
H2 -13.643 -22.014 2.030
O6 -14.320 -18.860 2.153
H3 -14.137 -18.054 1.662
H4 -13.463 -19.192 2.432

The highest occupied orbital energy is -9.90 eV. The relative energy (zero: lowest compared OMol25 entry of this formula, charge and spin) comes out at 0.236 eV. As for the LUMO energy: -4.044 eV. The calculation puts the maximum force at 0.016 Eh/bohr. Its orbital gap is 5.85 eV. For the total energy, the calculation gives -26810.0300 eV.



# 4
Formula: H4N2O2
Source: the OMol25 dataset
Level of theory: wB97M-V/def2-TZVPD

Element x y z (Å)
N1 0.063 -1.944 0.478
N2 -0.241 1.796 -0.598
O1 -0.692 -0.818 0.359
O2 0.340 0.694 -0.859
H1 1.020 -1.719 0.660
H2 -0.263 -2.444 -0.363
H3 -0.034 2.178 0.436
H4 -1.178 1.983 -0.820

The highest occupied orbital energy (spin up / spin down) is -9.31 / -8.79 eV. The relative energy (zero: lowest compared OMol25 entry of this formula, charge and spin) comes out at 2.192 eV. As for the LUMO energy (spin up / spin down): 0.600 / 0.333 eV. The calculation puts the maximum force at 0.100 Eh/bohr. Its orbital gap (spin up / spin down) is 9.91 / 9.12 eV. For the total energy, the calculation gives -7134.2239 eV.



# 5
Formula: H4N2O2P
Source: the OMol25 dataset
Level of theory: wB97M-V/def2-TZVPD

Element x y z (Å)
N1 -1.438 -0.193 -0.235
N2 0.007 -0.309 -0.273
P1 1.350 0.502 -0.785
O1 1.290 0.888 -2.213
O2 2.478 -0.396 -0.375
H1 -1.713 0.631 0.205
H2 -1.853 -0.157 -1.201
H3 0.243 -0.973 0.412
H4 1.576 1.703 0.261

The highest occupied orbital energy is -4.55 eV. The relative energy (zero: lowest compared OMol25 entry of this formula, charge and spin) comes out at 2.780 eV. As for the net charge: -1. As for the LUMO energy: 4.372 eV. The calculation puts the maximum force at 0.060 Eh/bohr. Its orbital gap is 8.92 eV. For the total energy, the calculation gives -16430.7357 eV.



# 6
Formula: H4N2O2S
Source: the OMol25 dataset
Level of theory: wB97M-V/def2-TZVPD

Element x y z (Å)
N1 0.612 -0.216 0.479
N2 1.476 -0.368 -0.537
O1 -2.645 1.396 0.133
O2 -2.720 -1.182 0.089
S1 -2.185 0.233 -0.606
H1 1.750 -1.437 -0.481
H2 2.199 0.320 -0.471
H3 0.405 0.827 0.596
H4 -1.962 -1.865 0.201

The highest occupied orbital energy (spin up / spin down) is -8.46 / -8.26 eV. The relative energy (zero: lowest compared OMol25 entry of this formula, charge and spin) comes out at 3.545 eV. As for the LUMO energy (spin up / spin down): -0.304 / 0.472 eV. The calculation puts the maximum force at 0.065 Eh/bohr. Its orbital gap (spin up / spin down) is 8.15 / 8.74 eV. For the total energy, the calculation gives -17971.6001 eV.



# 7
Formula: H4N3O
Source: the OMol25 dataset
Level of theory: wB97M-V/def2-TZVPD

Element x y z (Å)
N1 0.609 -0.482 -0.850
N2 -0.526 -0.636 -0.011
N3 -0.429 0.533 1.271
O1 0.735 1.073 1.275
H1 1.186 0.206 -0.251
H2 0.536 0.119 -1.742
H3 -1.318 -0.217 -0.443
H4 -0.685 -0.113 1.953

The highest occupied orbital energy is -1.18 eV. The relative energy (zero: lowest compared OMol25 entry of this formula, charge and spin) comes out at 3.063 eV. As for the net charge: -1. As for the LUMO energy: 5.494 eV. The calculation puts the maximum force at 0.090 Eh/bohr. Its orbital gap is 6.67 eV. For the total energy, the calculation gives -6578.5055 eV.



# 8
Formula: H4N3OPS
Source: the OMol25 dataset
Level of theory: wB97M-V/def2-TZVPD

Element x y z (Å)
N1 -1.414 1.892 -0.479
N2 -1.574 -0.472 0.356
N3 0.366 -2.196 0.213
O1 2.111 0.264 0.125
P1 -0.344 -1.100 -0.618
S1 -2.233 0.909 0.375
H1 -1.782 2.833 -0.475
H2 2.403 -0.636 -0.055
H3 2.354 0.801 -0.631
H4 0.113 -2.294 1.189

The highest occupied orbital energy is -9.67 eV. The relative energy (zero: lowest compared OMol25 entry of this formula, charge and spin) comes out at 2.611 eV. As for the LUMO energy: -1.128 eV. The calculation puts the maximum force at 0.036 Eh/bohr. Its orbital gap is 8.54 eV. For the total energy, the calculation gives -26704.9180 eV.



Q: Look up the maximum force of the first one.
A: 0.071 Eh/bohr



Q: relative energy (zero: lowest compared OMol25 entry of this formula, charge and spin) of number 1 (H4I2OSi2)?
A: 2.787 eV